## i
A cluster of 2 separate species, C3H5NO3S in total, computed with the ωB97M-V functional and the def2-TZVPD basis.

Geometry as XYZ:
```
13
Properties=species:S:1:pos:R:3
N -1.4818 -0.9157 -0.5096
H 2.2624 -0.3639 0.3048
C 1.2229 2.1434 -0.0108
H -1.5719 -1.8586 1.3232
H -2.9133 -1.1649 -1.6820
H 0.8512 2.9744 0.6670
O 0.7951 0.9905 0.5843
H 0.8196 -0.2529 -0.9239
C 1.1184 -0.3249 0.1234
O -2.8550 -1.0373 -0.1216
S 2.3474 2.4758 -1.1043
O 0.3070 -1.2497 0.8303
C -0.9020 -1.4162 0.5192
```

Values from the calculation:
Total charge ... 0
HOMO-LUMO gap ... 8.29 eV
HOMO ... -9.18 eV

***

## ii
An isolated molecule of C3H5NO3S, computed with the ωB97M-V functional and the def2-TZVPD basis.

Geometry as XYZ:
```
13
Properties=species:S:1:pos:R:3
C 0.3268 -0.8885 0.5077
C 1.3411 -1.1643 -0.6207
O 0.9615 1.7760 0.1400
H 1.4043 0.3881 1.5080
O 1.7478 -0.3027 -1.3753
H 1.4397 1.4101 -0.6584
H 1.7060 -2.1833 -0.6591
S -2.2961 -0.3481 -0.2214
H -0.9621 2.1066 -0.3100
C -0.7384 0.1129 0.0890
N -0.3488 1.3803 -0.0447
O 1.0666 -0.5173 1.6535
H -0.1932 -1.8231 0.7735
```

Values from the calculation:
Total charge ... 0
SMILES string ... O=C[C@@H](O)C(=S)NO
HOMO-LUMO gap ... 8.62 eV
HOMO ... -8.82 eV

***

Energy ordering: ii at the bottom, the next structure 5.031 eV above.

***

## i
A structure of composition C4H4I2O, computed with the ωB97M-V functional and the def2-TZVPD basis.

Geometry as XYZ:
```
11
Properties=species:S:1:pos:R:3
I 2.2812 2.1522 0.1709
H -0.7394 1.3801 0.5726
H 1.0443 -0.6067 -3.0228
O -0.5616 -0.1707 -1.7687
H -1.3862 -0.2083 1.0907
C 1.7766 0.0712 0.0902
H 0.4793 -1.3514 1.0952
C 0.5295 -0.4041 -2.0001
C -0.5251 0.3485 0.7274
C 0.5485 -0.3975 0.6842
I 3.4370 -1.2083 0.0669
```

Values from the calculation:
Total charge ... 0
HOMO-LUMO gap (alpha / beta) ... 7.40 / 7.49 eV
HOMO (alpha / beta) ... -7.94 / -7.78 eV

***

## ii
A cluster of 2 separate species, C4H4I2O in total, computed with the ωB97M-V functional and the def2-TZVPD basis.

Geometry as XYZ:
```
11
Properties=species:S:1:pos:R:3
O 0.2894 0.4750 1.3336
I 2.2311 0.9272 4.0973
C -0.7109 -0.2403 3.8244
H 1.8243 -0.2947 -1.1082
H 1.6070 -1.2129 0.2350
C 1.2248 0.7252 0.6166
I 1.9222 2.7107 0.2313
H 3.0364 -0.2514 -0.0032
H -1.6956 -0.7863 3.6459
C 0.4037 0.2272 3.6801
C 1.9921 -0.3427 -0.0858
```

Values from the calculation:
Total charge ... 0
SMILES string ... CC(=O)I.C#CI
HOMO-LUMO gap ... 9.37 eV
HOMO ... -9.15 eV

***

Energy ordering: ii at the bottom, the next structure 1.130 eV above.

***

## i
A structure of composition C5H9NS2, computed with the ωB97M-V functional and the def2-TZVPD basis.

Geometry as XYZ:
```
17
Properties=species:S:1:pos:R:3
H -0.4040 -0.2281 1.2136
N -1.4249 0.9182 -0.3991
H 0.3890 -0.9363 2.5136
C 1.1124 1.0044 0.4138
H 1.2803 2.0588 0.0005
S 1.6102 -1.6611 0.2082
H -2.9449 -0.9880 -1.4057
H -1.1144 -0.3377 -2.2788
H -1.1109 1.7625 -0.8712
H 2.1524 -1.7392 2.6606
C -2.0147 -0.0020 -1.5640
C 0.9679 -0.2010 -0.5629
H 0.8425 -0.4182 -1.5933
C -0.2577 0.3887 0.2531
S 2.1751 0.7421 1.7951
H -2.7045 0.6063 -2.3537
C 1.4461 -0.9693 1.9701
```

Values from the calculation:
Total charge ... 0
HOMO-LUMO gap ... 8.82 eV
HOMO ... -8.14 eV

***

## ii
An isolated molecule of C5H9NS2, computed with the ωB97M-V functional and the def2-TZVPD basis.

Geometry as XYZ:
```
17
Properties=species:S:1:pos:R:3
H 0.5915 -3.1393 0.3149
H -0.1224 3.1865 -0.2961
H 1.0048 -0.0447 0.9672
C 0.2219 -0.2228 0.1887
H -1.4366 1.3909 -2.3090
S 1.0510 -0.8536 -1.3033
H 1.3056 2.2085 -0.4713
C 0.3271 2.2565 0.0431
C -0.7414 0.8320 -1.7040
H -1.5569 1.0427 0.1972
H 0.5187 2.4236 1.1108
S -1.0066 -1.3464 0.8546
C 0.0957 -2.7528 1.2582
N -0.0480 -0.0084 -2.3355
H 0.9465 -2.4871 1.9477
H -0.6083 -3.5144 1.7891
C -0.5427 1.0290 -0.2524
```

Values from the calculation:
Total charge ... 0
SMILES string ... CS[C@H]1SN=C[C@@H]1C
HOMO-LUMO gap ... 9.44 eV
HOMO ... -8.61 eV

***

Energy ordering: ii at the bottom, the next structure 3.896 eV above.

***

## i
An isolated molecule of C17H19NO3, computed with the ωB97M-V functional and the def2-TZVPD basis.

Geometry as XYZ:
```
40
Properties=species:S:1:pos:R:3
C -0.3923 -0.6264 -0.6917
C -1.0175 0.5458 -1.0867
H -4.7929 1.9947 -1.0378
C 0.9858 -0.9613 -1.2146
C -1.0445 -1.4681 0.1987
H 1.6238 -2.1818 0.9607
H -5.0389 -1.3991 1.2177
C 4.4089 0.4428 -0.4303
C -0.4336 -2.7739 0.6348
C 2.0747 -0.1482 -0.5360
H 0.8410 0.7455 0.9699
C 3.3710 -0.2488 -1.0239
H -0.5249 1.2162 -1.7740
H -4.0106 2.8495 0.3148
O -2.7190 2.1042 -1.1330
H 3.5652 -0.8862 -1.8728
N 1.3235 -2.3757 -1.0659
C -2.9353 0.0644 0.2782
O -4.1805 0.4296 0.7386
H -2.7933 -1.7784 1.3534
H 5.9943 1.7928 0.8423
C -2.3036 -1.1082 0.6640
H -0.9561 -3.5921 0.1250
H 1.0227 -0.7327 -2.2877
C 2.8705 1.3559 1.1690
C -3.9632 2.6471 -0.7573
H -0.5750 -2.9155 1.7085
H -5.7827 0.0810 1.8701
C -2.2741 0.9176 -0.6257
H -4.2674 -0.5306 2.5772
C 4.1641 1.2538 0.6716
H 2.6922 1.9849 2.0267
O 5.1551 1.9564 1.2890
H -4.0384 3.5858 -1.3067
C 1.8398 0.6573 0.5698
C 1.0574 -2.8285 0.2853
H 5.4148 0.3559 -0.8211
H 0.7703 -2.9259 -1.7175
H 1.4346 -3.8494 0.3885
C -4.8371 -0.4130 1.6494
```

Values from the calculation:
Total charge ... 0
SMILES string ... COc1cc2c(cc1OC)[C@@H](c1ccc(O)cc1)NCC2
HOMO-LUMO gap ... 8.63 eV
HOMO ... -7.85 eV

***

## ii
A structure of composition C17H19NO3, computed with the ωB97M-V functional and the def2-TZVPD basis.

Geometry as XYZ:
```
40
Properties=species:S:1:pos:R:3
C 1.4670 1.3521 2.3364
C -1.2383 1.7527 -1.0452
O -1.3458 1.0929 2.7739
O 2.9924 -0.1433 1.3755
C 1.7091 -0.2419 -2.4909
H 4.0339 1.1498 -0.4982
C -1.7442 1.3253 -2.1626
C -3.0257 -0.3749 -1.1384
C 3.1998 0.6745 -0.9227
N 0.5525 1.6373 1.3439
H -1.5204 1.9423 -2.9670
H 2.7656 0.0605 3.4780
H -3.1738 0.1632 -3.0994
C -0.2178 -2.7908 0.2308
H -3.6493 -0.0177 1.9818
C -1.4900 0.9136 0.2916
H -0.3904 2.5022 -0.9800
O 0.6950 -1.7764 0.5138
H -2.1379 -0.8607 1.7578
C 2.8181 0.4076 -2.0599
H 0.9608 1.5831 0.4259
H 0.1585 -1.8476 -1.9666
C 1.3752 -0.9909 -0.3081
H 0.9395 1.5697 3.4805
H -0.5983 -3.2278 1.1252
H 1.5135 -0.6816 2.3669
C 2.5786 -0.1243 0.0374
C -2.5297 -0.0275 0.0515
H -3.9414 -0.9276 -1.3057
C -0.7260 1.0828 1.5636
C 0.9841 -0.8130 -1.4992
H 2.2109 2.1561 2.2776
C 2.2352 -0.0296 2.2452
C -2.7059 0.5719 -2.2112
H -0.9134 -2.3099 -0.2829
H -3.6903 -1.5094 1.2619
H 3.2581 1.1130 -3.1375
H 0.2421 -3.4477 -0.5474
C -2.9597 -0.8874 1.3417
H 1.3087 -0.0207 -3.6378
```

Values from the calculation:
Total charge ... 0
HOMO-LUMO gap ... 8.13 eV
HOMO ... -8.28 eV

***

Energy ordering: i at the bottom, the next structure 13.983 eV above.